Entry 1:
# C2H2Cl2O

A single C2H2Cl2O molecule at a distorted geometry (ωB97M-V/def2-TZVPD, the OMol25 dataset).

Cartesian coordinates (Å):
C -0.7127 0.2039 0.0977
C -1.1143 1.1654 0.7990
Cl -0.9458 1.4980 2.4808
O -1.7192 2.5900 0.1120
Cl -3.3550 2.3845 -0.2467
H -0.4831 -0.6517 0.5632
H -1.0708 0.2498 -0.9547

E_HOMO   -10.205 eV
SMILES   C=C(Cl)OCl
Multiplicity   1
Net charge   0
DFT total energy   -1072.88826 Eh


Entry 2:
# C2H2Cl2O2

A molecular structure, C2H2Cl2O2 at a distorted geometry (ωB97M-V/def2-TZVPD, the OMol25 dataset).

Cartesian coordinates (Å):
C 1.1309 -0.3120 0.1195
C -0.1770 -0.0640 -0.5225
H 2.9144 0.1158 -0.3562
H 0.2621 -0.1860 -1.6724
O 2.0680 -0.2344 -0.9100
O 1.2571 -0.5713 1.4033
Cl -1.5131 -1.0303 -0.0841
Cl -0.5752 1.5463 0.1136

E_HOMO   -10.905 eV
Multiplicity   1
Net charge   0
DFT total energy   -1148.21681 Eh


Entry 3:
# C2H2Cl2O2S

2 unconnected molecules or ions with the total composition C2H2Cl2O2S at a distorted geometry (ωB97M-V/def2-TZVPD, the OMol25 dataset).

Cartesian coordinates (Å):
C 1.6161 -0.1301 1.2828
C 2.3260 0.5964 0.6478
O -2.6301 1.0119 -0.4726
O -0.7083 -0.5838 -0.3420
S -1.8194 0.1981 -1.3294
Cl 3.2485 1.6558 -0.2585
Cl -2.9856 -1.5957 -1.4785
H 1.0740 -0.9933 1.7423
H -0.1212 -0.1594 0.2082

E_HOMO   -10.817 eV
Multiplicity   1
Net charge   0
DFT total energy   -1546.34294 Eh


Entry 4:
# C2H2Cl2O2S

A single C2H2Cl2O2S molecule at a distorted geometry (ωB97M-V/def2-TZVPD, the OMol25 dataset).

Cartesian coordinates (Å):
C 0.8967 0.2402 -0.0147
C -0.7498 -0.3783 0.2027
O 2.7381 1.8655 -0.5749
O -1.6975 -0.0767 -0.6872
S 1.3294 1.5231 -0.9164
Cl -0.5361 -2.1079 0.2847
Cl -1.0868 0.1287 1.9485
H 1.5396 -0.4642 0.3670
H -2.4336 -0.7304 -0.6098

E_HOMO   -9.872 eV
Multiplicity   1
Net charge   0
DFT total energy   -1546.36912 Eh


Entry 5:
# C2H2Cl2O3

A single C2H2Cl2O3 molecule at a distorted geometry (ωB97M-V/def2-TZVPD, the OMol25 dataset).

Cartesian coordinates (Å):
O -2.2958 -0.8365 1.6994
C -2.2545 -0.2999 0.6209
Cl -3.4979 -0.0764 -0.4637
C -0.7029 0.4199 -0.0463
O 0.3483 -0.0427 0.7758
O -0.6517 -0.0608 -1.2760
Cl -0.9309 2.1570 -0.0941
H 0.0345 -0.0098 1.7171
H 0.3380 -0.2415 -1.4577

E_HOMO   -10.092 eV
SMILES   O=C(Cl)C(O)(O)Cl
Multiplicity   1
Net charge   0
DFT total energy   -1223.48955 Eh


Entry 6:
# C2H2Cl2OS

A single C2H2Cl2OS molecule at a distorted geometry (ωB97M-V/def2-TZVPD, the OMol25 dataset).

Cartesian coordinates (Å):
O -0.5239 0.4674 1.5124
C -0.0011 -0.0921 0.6001
S 0.5873 -1.7703 0.5444
C 0.1414 0.6484 -0.6884
Cl 0.1508 2.3609 -0.3303
Cl -1.0840 -0.0782 -1.8449
H -0.3376 -2.1223 1.4345
H 1.0671 0.5864 -1.2277

E_HOMO   -10.437 eV
SMILES   O=C(S)C(Cl)Cl
Multiplicity   1
Net charge   0
DFT total energy   -1471.19909 Eh


no.,frontier orbital gap (eV)
1,10.33
2,10.96
3,10.51
4,9.11
5,10.60
6,10.39